[1]
A gas-phase ion, C5H12N3 (charge +1) at a distorted geometry, computed with ωB97M-V/def2-TZVPD.

Structure (XYZ):
```
20
Properties=species:S:1:pos:R:3:lowdin_charge:R:1
C 1.177 1.093 -1.353 -0.209
C 0.420 -0.500 1.775 -0.086
C 0.138 0.629 -0.399 -0.177
C -0.546 -0.781 -0.252 -0.364
C -1.784 -1.161 -0.937 -0.027
N 2.143 1.675 -0.797 0.159
N -0.841 -0.780 1.141 0.001
N 0.777 0.720 0.984 0.065
H 0.900 1.014 -2.336 0.112
H 0.196 -0.326 2.835 0.156
H 1.117 -1.293 1.256 0.173
H -0.713 1.369 -0.555 0.178
H 0.308 -1.510 -0.445 0.167
H -1.920 -2.202 -1.119 0.086
H -2.080 -0.574 -1.772 0.082
H -2.673 -1.108 -0.196 0.118
H 2.784 2.178 -1.277 0.083
H -1.785 -1.106 1.365 0.155
H 0.603 1.565 1.488 0.162
H 1.780 1.099 0.594 0.167
```

As for the spin multiplicity: 3. The relative energy (zero: lowest compared OMol25 entry of this formula, charge and spin) comes out at 294.3 kJ/mol. As for the maximum force: 6.4 eV/A. The frontier orbital gap (spin up / spin down) comes out at 7.20 / 5.52 eV. The calculation puts the HOMO energy (spin up / spin down) at -0.36749 / -0.50024 Ha. As for the charge: +1.



[2]
A molecular structure, C32H43N7O12P3S3Ti, computed with ωB97M-V/def2-TZVPD.

Structure (XYZ):
```
101
Properties=species:S:1:pos:R:3:lowdin_charge:R:1
Ti 0.108 -0.322 0.209 1.019
C 2.209 0.448 -3.468 0.005
N 2.143 1.783 -2.892 -0.092
C 2.035 2.933 -3.640 -0.006
C 1.977 3.968 -2.779 0.004
N 2.037 3.432 -1.508 0.013
C 2.127 2.085 -1.587 -0.593
S 2.318 1.007 -0.252 0.823
C 2.090 4.221 -0.309 -0.278
C 3.125 5.121 -0.147 0.019
C 3.131 5.882 1.013 -0.027
C 2.121 5.696 1.942 -0.023
C 1.135 4.758 1.675 -0.087
N 1.111 4.033 0.555 0.128
H 2.862 0.478 -4.337 0.109
H 1.208 0.125 -3.741 0.089
H 2.610 -0.228 -2.720 0.060
H 2.000 2.911 -4.714 0.140
H 1.889 5.026 -2.944 0.140
H 3.902 5.208 -0.894 0.126
H 3.921 6.598 1.191 0.121
H 2.093 6.258 2.864 0.119
H 0.337 4.573 2.383 0.122
C -6.909 3.284 -2.729 -0.037
C -5.610 2.534 -2.648 -0.251
C -4.463 3.164 -2.162 -0.021
C -3.267 2.481 -2.059 -0.048
C -3.213 1.151 -2.458 -0.296
C -4.334 0.502 -2.952 -0.039
C -5.527 1.202 -3.043 -0.016
S -1.712 0.275 -2.264 0.660
O -1.748 -0.864 -3.160 -0.297
O -0.599 1.194 -2.396 -0.308
N -1.687 -0.192 -0.701 -0.235
C -2.926 -0.443 -0.048 -0.407
C -3.570 -1.665 -0.199 -0.005
C -4.776 -1.845 0.459 -0.039
C -5.277 -0.815 1.243 -0.050
C -4.545 0.357 1.340 -0.121
N -3.387 0.547 0.706 0.130
H -6.759 4.287 -3.127 0.086
H -7.350 3.389 -1.736 0.091
H -7.628 2.766 -3.361 0.081
H -4.513 4.204 -1.864 0.122
H -2.376 2.970 -1.686 0.113
H -4.267 -0.529 -3.269 0.118
H -6.406 0.706 -3.436 0.120
H -3.113 -2.435 -0.805 0.110
H -5.317 -2.778 0.364 0.117
H -6.214 -0.915 1.773 0.111
H -4.897 1.181 1.950 0.116
N 1.541 -4.858 -0.682 0.172
C 1.897 -3.472 -1.178 -0.456
C 2.979 -3.570 -2.246 -0.059
P 2.531 -2.611 0.384 0.394
O 3.819 -1.836 -0.100 -0.117
O 2.826 -3.749 1.283 -0.255
O 1.512 -1.578 0.882 -0.425
P 0.328 -2.693 -1.701 0.383
O 0.263 -2.892 -3.267 -0.090
O -0.736 -3.357 -0.905 -0.267
O 0.572 -1.192 -1.462 -0.447
H 2.061 -4.968 0.219 0.124
H 1.795 -5.583 -1.350 0.168
H 0.523 -4.876 -0.515 0.128
H 3.899 -3.989 -1.838 0.100
H 3.213 -2.579 -2.630 0.081
H 2.633 -4.176 -3.085 0.092
H 3.646 -0.888 -0.265 -0.007
H -0.456 -2.339 -3.633 0.074
N -0.474 1.616 1.000 0.010
C -0.274 1.698 2.433 -0.323
C 0.991 1.562 2.985 -0.060
C 1.112 1.394 4.360 -0.053
C -0.021 1.357 5.155 -0.251
C -1.264 1.658 4.611 -0.050
C -1.397 1.815 3.244 -0.029
S 0.028 0.604 6.784 0.422
O -0.853 1.400 7.605 -0.324
O 1.427 0.583 7.145 -0.332
O -0.517 -0.715 6.428 -0.371
H -0.009 2.408 0.538 0.057
H -1.483 1.652 0.813 0.077
H 1.867 1.539 2.349 0.070
H 2.076 1.216 4.821 0.122
H -2.122 1.692 5.271 0.128
H -2.368 1.968 2.790 0.106
C -2.244 -1.520 3.954 -0.119
P -0.892 -1.996 2.899 0.754
C 0.621 -2.054 3.825 -0.118
C -1.220 -3.633 2.261 -0.138
O -0.824 -1.022 1.669 -0.424
H -2.641 -2.426 4.417 0.081
H -3.023 -1.034 3.368 0.053
H -1.867 -0.883 4.760 0.031
H 0.385 -2.431 4.823 0.079
H 1.002 -1.043 3.957 0.053
H 1.355 -2.678 3.317 0.052
H -1.248 -4.336 3.095 0.078
H -0.422 -3.902 1.573 0.031
H -2.168 -3.646 1.726 0.061
```

The relative energy (zero: lowest compared OMol25 entry of this formula, charge and spin) comes out at 74.7 kJ/mol. As for the maximum force: 0.2 eV/A. The frontier orbital gap comes out at 6.17 eV. The calculation puts the HOMO energy at -0.36327 Ha. As for the charge: +1.



[3]
2 unconnected molecules or ions with the total composition C5H14NS, computed with ωB97M-V/def2-TZVPD.

Structure (XYZ):
```
21
Properties=species:S:1:pos:R:3:lowdin_charge:R:1
C -1.405 -0.175 3.323 -0.027
C -0.387 -0.540 2.293 -0.352
C 0.912 -0.686 2.459 0.120
N -0.951 -0.726 0.936 0.197
H -0.899 0.072 4.250 0.095
H -1.985 0.690 2.994 0.093
H -2.126 -0.981 3.519 0.101
H 1.597 -0.908 1.661 0.074
H 1.282 -0.566 3.469 0.094
H -1.358 -1.662 0.836 0.181
H -0.279 -0.587 0.151 0.039
H -1.704 -0.061 0.754 0.162
C 1.911 0.355 -1.646 -0.385
S 0.174 0.010 -2.025 0.766
C -0.322 1.530 -2.851 -0.390
H 2.024 1.409 -1.392 0.045
H 2.549 0.161 -2.505 0.044
H 2.227 -0.279 -0.826 0.017
H -1.404 1.507 -2.948 0.036
H -0.031 2.406 -2.276 0.043
H 0.114 1.577 -3.843 0.045
```

The relative energy (zero: lowest compared OMol25 entry of this formula, charge and spin) comes out at 82.2 kJ/mol. As for the maximum force: 0.6 eV/A. The frontier orbital gap comes out at 9.30 eV. The calculation puts the HOMO energy at -0.45968 Ha. As for the charge: +1.



[4]
A molecular structure, C21H19Cl2N5O4SV at a distorted geometry, computed with ωB97M-V/def2-TZVPD.

Structure (XYZ):
```
53
Properties=species:S:1:pos:R:3:lowdin_charge:R:1
V -1.140 2.377 0.506 1.012
O -2.373 3.450 1.234 -0.178
N -3.079 3.145 2.313 0.137
N -2.625 2.075 2.796 -0.126
O -1.650 1.483 2.145 -0.121
C -3.122 1.512 4.016 -0.158
C -2.578 0.306 4.441 0.013
C -3.057 -0.240 5.617 -0.032
C -4.053 0.411 6.334 -0.020
C -4.580 1.619 5.884 -0.029
C -4.118 2.188 4.715 0.012
H -1.805 -0.187 3.870 0.123
H -2.652 -1.176 5.974 0.124
H -4.421 -0.024 7.253 0.126
H -5.353 2.120 6.450 0.126
H -4.513 3.128 4.358 0.125
N -0.760 -0.056 -2.417 0.188
C -1.534 0.993 -2.338 -0.748
N -1.633 1.864 -3.322 0.186
S -2.539 1.193 -0.890 0.831
H -0.146 -0.219 -3.215 0.111
H -0.718 -0.720 -1.650 0.033
H -1.111 1.741 -4.179 0.139
H -2.273 2.640 -3.255 0.132
Cl -0.180 -2.258 0.110 0.741
C 1.307 -3.107 -0.260 -0.546
C 1.348 -4.478 -0.093 -0.086
C 2.524 -5.149 -0.386 -0.044
C 3.639 -4.460 -0.831 -0.072
C 3.584 -3.083 -0.977 -0.593
Cl 4.977 -2.220 -1.508 0.770
C 2.413 -2.379 -0.696 -0.312
N 2.364 -0.968 -0.830 0.066
C 2.240 -0.353 -2.072 -0.237
C 2.171 -1.091 -3.259 -0.024
C 1.983 -0.457 -4.476 -0.061
C 1.865 0.930 -4.551 -0.084
C 1.988 1.672 -3.384 -0.038
C 2.190 1.049 -2.159 -0.162
C 2.374 1.889 -0.909 -0.005
C 1.047 2.041 -0.281 -0.486
O 0.237 3.044 -0.591 -0.066
O 0.531 1.245 0.537 -0.016
H 0.474 -5.009 0.257 0.115
H 2.572 -6.221 -0.261 0.124
H 4.560 -4.981 -1.055 0.120
H 1.913 -0.505 -0.061 0.096
H 2.252 -2.169 -3.222 0.125
H 1.936 -1.051 -5.379 0.123
H 1.752 1.422 -5.507 0.115
H 1.967 2.756 -3.429 0.129
H 2.757 2.878 -1.158 0.153
H 3.049 1.390 -0.211 0.153
```

As for the spin multiplicity: 2. The relative energy (zero: lowest compared OMol25 entry of this formula, charge and spin) comes out at 0.0 kJ/mol. As for the maximum force: 1.3 eV/A. The frontier orbital gap (spin up / spin down) comes out at 4.76 / 5.45 eV. The calculation puts the HOMO energy (spin up / spin down) at -0.50046 / -0.50054 Ha. As for the charge: +2.



[5]
A molecular structure, C31H52HoN2O3P2 at a distorted geometry, computed with ωB97M-V/def2-TZVPD.

Structure (XYZ):
```
91
Properties=species:S:1:pos:R:3:lowdin_charge:R:1
Ho -0.675 0.498 0.431 1.305
C 1.549 1.507 1.081 -0.327
C 1.342 1.799 -0.311 -0.325
C -0.301 2.904 0.909 -0.321
C 0.550 2.206 1.832 -0.312
C 0.190 2.650 -0.414 -0.340
C 2.640 0.683 1.673 -0.051
H 2.996 -0.086 0.973 0.063
H 2.298 0.168 2.583 0.082
H 3.510 1.299 1.959 0.093
C 0.506 2.307 3.317 -0.039
H 1.523 2.363 3.733 0.086
H 0.015 1.436 3.780 0.071
H -0.037 3.203 3.646 0.078
C -1.396 3.856 1.246 -0.035
H -1.150 4.880 0.918 0.092
H -1.579 3.895 2.327 0.065
H -2.341 3.585 0.752 0.075
C -0.462 3.136 -1.657 -0.038
H -0.602 4.226 -1.628 0.091
H -1.464 2.695 -1.803 0.073
H 0.151 2.895 -2.534 0.076
C 2.148 1.285 -1.454 -0.051
H 2.475 2.099 -2.121 0.089
H 1.587 0.571 -2.084 0.064
H 3.043 0.761 -1.095 0.074
C 0.277 -4.327 -0.471 -0.091
C 1.539 -3.873 -0.564 -0.076
C 1.926 -2.709 -1.437 -0.161
C 1.617 -2.903 -2.966 -0.286
C 0.508 -2.227 -3.591 -0.273
C -0.930 -2.348 -3.396 -0.487
C -1.304 -2.815 -1.934 -0.126
C -0.686 -4.180 -1.610 -0.259
H 3.014 -2.536 -1.356 0.114
H 1.656 -3.993 -3.175 0.040
H 1.437 -1.775 -1.099 0.098
H -0.050 -4.458 -2.544 -0.025
H -0.079 -4.916 0.387 0.114
H 2.324 -4.233 0.115 0.113
H -1.494 -4.915 -1.454 0.115
H -0.937 -2.040 -1.241 0.095
H -1.343 -1.324 -3.513 0.122
H -2.404 -2.852 -1.837 0.118
H 2.501 -2.522 -3.515 0.123
H 0.773 -1.448 -4.311 0.081
P -0.227 -5.547 -3.740 0.913
C -0.449 -7.134 -2.961 -0.187
C 1.147 -5.571 -4.893 -0.204
P -1.705 -3.128 -4.827 0.899
C -1.737 -4.931 -4.484 -0.377
C -0.680 -2.882 -6.295 -0.178
C -3.380 -2.758 -5.344 -0.182
H -1.431 -7.197 -2.471 0.070
H 0.345 -7.297 -2.217 0.079
H -0.376 -7.892 -3.754 0.069
H 0.963 -6.421 -5.571 0.067
H 2.083 -5.752 -4.344 0.076
H 1.240 -4.648 -5.483 0.053
H -3.665 -3.498 -6.111 0.071
H -3.417 -1.754 -5.787 0.072
H -4.078 -2.833 -4.501 0.069
H -2.596 -5.150 -3.818 0.094
H -1.872 -5.477 -5.439 0.087
H -1.086 -2.010 -6.830 0.072
H -0.753 -3.764 -6.947 0.069
H 0.374 -2.683 -6.060 0.047
C -3.353 1.765 4.282 -0.076
C -4.483 1.182 3.451 -0.133
C -4.113 -0.132 2.694 -0.287
C -3.987 -1.384 3.616 -0.161
C -2.934 -1.291 4.697 -0.090
C -5.181 -0.408 1.624 -0.363
O -5.975 -1.322 1.682 0.121
N -5.200 0.523 0.567 0.188
C -4.036 1.014 -0.015 -0.519
O -3.964 1.679 -1.036 0.069
N -2.895 0.638 0.687 0.025
C -2.867 0.090 1.908 -0.397
O -1.654 -0.216 2.286 -0.155
H -3.510 1.590 5.353 0.080
H -3.283 2.849 4.133 0.081
H -2.389 1.324 3.997 0.058
H -5.366 0.964 4.075 0.135
H -4.801 1.916 2.693 0.120
H -4.977 -1.587 4.056 0.126
H -3.753 -2.243 2.965 0.125
H -3.214 -0.596 5.495 0.072
H -2.786 -2.280 5.143 0.082
H -1.990 -0.975 4.238 0.064
H -6.003 0.485 -0.059 0.166
```

As for the spin multiplicity: 5. The relative energy (zero: lowest compared OMol25 entry of this formula, charge and spin) comes out at 659.3 kJ/mol. As for the maximum force: 3.1 eV/A. The frontier orbital gap (spin up / spin down) comes out at 5.99 / 3.11 eV. The calculation puts the HOMO energy (spin up / spin down) at -0.31879 / -0.28688 Ha. As for the charge: +1.



[6]
2 unconnected molecules or ions with the total composition C4H11N3, computed with ωB97M-V/def2-TZVPD.

Structure (XYZ):
```
18
Properties=species:S:1:pos:R:3:lowdin_charge:R:1
H 1.008 0.787 3.997 0.020
N 0.878 1.009 3.019 0.047
C -0.051 0.286 2.533 -0.363
N -0.396 0.333 1.221 -0.063
C -1.631 -0.231 0.723 -0.097
H -0.607 -0.445 3.126 0.118
H 0.112 1.016 0.682 0.115
H -1.447 -0.922 -0.103 0.056
H -2.108 -0.767 1.543 0.077
H -2.309 0.541 0.376 0.076
C 1.511 0.780 -2.100 -0.038
C 1.078 -0.460 -1.902 -0.316
N 0.022 -1.051 -2.605 0.027
H 1.035 1.470 -2.782 0.047
H 2.356 1.153 -1.543 0.043
H 1.568 -1.061 -1.144 0.102
H -0.785 -0.468 -2.751 0.079
H -0.234 -1.971 -2.290 0.070
```

The relative energy (zero: lowest compared OMol25 entry of this formula, charge and spin) comes out at 188.1 kJ/mol. As for the maximum force: 0.4 eV/A. The structure (SMILES) is [H]/N=C/NC.C=CN. The frontier orbital gap comes out at 9.31 eV. The calculation puts the HOMO energy at -0.31185 Ha. As for the charge: 0.



[7]
A single C3H5NO2 molecule at a distorted geometry, computed with ωB97M-V/def2-TZVPD.

Structure (XYZ):
```
11
Properties=species:S:1:pos:R:3:lowdin_charge:R:1
O -0.642 -1.245 2.245 0.099
C -0.421 -0.757 1.162 -0.572
N 0.735 -0.056 0.854 0.071
C 0.460 0.724 -0.314 -0.213
C -0.288 -0.215 -1.197 -0.021
O -1.225 -0.762 0.040 -0.007
H 1.174 0.388 1.643 0.143
H -0.428 1.362 -0.184 0.128
H 1.280 1.361 -0.644 0.132
H -0.022 -1.201 -1.531 0.110
H -0.621 0.401 -2.073 0.132
```

The relative energy (zero: lowest compared OMol25 entry of this formula, charge and spin) comes out at 158.3 kJ/mol. As for the maximum force: 1.8 eV/A. The structure (SMILES) is O=C1NCCO1. The frontier orbital gap comes out at 10.75 eV. The calculation puts the HOMO energy at -0.36927 Ha. As for the charge: 0.



[8]
A molecular structure, C40H41GeN3OS2SeSr at a distorted geometry, computed with ωB97M-V/def2-TZVPD.

Structure (XYZ):
```
90
Properties=species:S:1:pos:R:3:lowdin_charge:R:1
Sr -0.275 0.483 -0.721 1.102
S 3.263 -0.313 0.042 0.535
C 3.535 0.880 1.130 -1.198
N 3.743 0.666 2.449 -0.073
C 3.579 1.810 3.317 -0.232
C 4.045 3.006 2.498 -0.397
S 3.626 2.591 0.762 0.942
H 3.598 -0.268 2.800 0.129
H 4.178 1.681 4.222 0.124
H 2.520 1.926 3.599 0.105
H 5.124 3.151 2.556 0.077
H 3.532 3.924 2.766 0.066
C -4.297 -3.987 1.631 -0.023
N -3.579 -2.934 2.289 -0.068
C -3.218 -1.748 1.735 -0.762
Se -3.600 -1.184 0.076 0.714
N -2.550 -1.035 2.682 0.138
C -2.514 -1.745 3.859 -0.178
C -1.993 -1.460 5.108 0.002
C -2.137 -2.430 6.089 -0.081
C -2.768 -3.642 5.827 -0.089
C -3.307 -3.929 4.583 -0.014
C -3.173 -2.961 3.601 -0.177
H -4.345 -3.756 0.566 0.052
H -5.308 -4.064 2.035 0.108
H -3.775 -4.935 1.776 0.081
H -2.180 -0.109 2.514 0.134
H -1.486 -0.526 5.292 0.097
H -1.764 -2.239 7.084 0.104
H -2.836 -4.388 6.603 0.103
H -3.796 -4.870 4.394 0.114
C -0.080 2.993 -0.302 -0.530
Ge -1.241 3.493 1.155 0.727
C -1.389 5.482 1.116 -0.270
C -1.520 6.087 -0.126 -0.120
C -1.604 7.460 -0.249 -0.103
C -1.553 8.259 0.882 -0.114
C -1.437 7.669 2.129 -0.109
C -1.364 6.292 2.242 -0.123
C -3.087 2.877 0.738 -0.292
C -4.096 2.675 1.669 -0.124
C -5.367 2.292 1.276 -0.106
C -5.663 2.135 -0.065 -0.117
C -4.677 2.368 -1.011 -0.113
C -3.406 2.727 -0.607 -0.162
C -0.708 3.188 3.092 -0.262
C -1.366 2.439 4.057 -0.130
C -0.898 2.379 5.358 -0.115
C 0.269 3.029 5.710 -0.106
C 0.972 3.738 4.751 -0.116
C 0.475 3.820 3.464 -0.154
H 0.959 3.213 -0.008 -0.219
H -1.542 5.455 -1.004 0.085
H -1.700 7.908 -1.228 0.094
H -1.600 9.336 0.792 0.092
H -1.397 8.284 3.020 0.093
H -1.279 5.839 3.223 0.086
H -3.897 2.841 2.719 0.083
H -6.132 2.122 2.021 0.097
H -6.657 1.846 -0.373 0.097
H -4.912 2.275 -2.062 0.099
H -2.638 2.924 -1.349 0.071
H -2.282 1.923 3.802 0.069
H -1.454 1.838 6.110 0.092
H 0.629 2.990 6.727 0.096
H 1.895 4.235 5.020 0.102
H 0.995 4.403 2.712 0.102
C -2.901 -8.378 0.584 -0.036
C -2.265 -7.024 0.607 -0.257
C -2.322 -6.178 -0.490 -0.005
C -1.715 -4.933 -0.487 -0.188
C -1.803 -4.085 -1.710 -0.041
C -1.003 -4.508 0.659 -0.111
C -0.259 -3.266 0.677 -0.185
O -0.298 -2.352 -0.139 -0.108
C -0.955 -5.360 1.789 -0.208
C -0.228 -4.975 3.044 -0.035
C -1.587 -6.587 1.742 -0.018
H -3.279 -8.619 -0.406 0.078
H -3.733 -8.433 1.285 0.087
H -2.181 -9.142 0.874 0.087
H -2.851 -6.496 -1.376 0.120
H -2.336 -4.597 -2.509 0.085
H -0.808 -3.813 -2.059 0.090
H -2.317 -3.149 -1.490 0.018
H 0.435 -3.167 1.531 0.127
H -0.593 -4.030 3.445 0.071
H 0.839 -4.872 2.852 0.090
H -0.367 -5.735 3.811 0.084
H -1.554 -7.229 2.612 0.122
```

As for the maximum force: 1.7 eV/A. The frontier orbital gap comes out at 3.91 eV. The calculation puts the HOMO energy at -0.17155 Ha. As for the charge: 0.